Molecular formula: C29H31AuBr2N3OP
Method: DFT, ωB97M-V with the def2-TZVPD basis set

As for the charge: +2. The LUMO energy (spin up / spin down) comes out at -9.89 / -9.89 eV. The frontier orbital gap (spin up / spin down) is 3.9194 / 3.9126 eV. As for the spin multiplicity: 1. The calculation puts the electronic energy at -6987.638963 a.u. As for the molar mass: 825.34 g mol⁻¹.

Last column: Löwdin charge in e.
Cartesian coordinates (Å):
Au (0.06867, -1.90406, -0.55240)  1.040
Br (-2.71863, -1.88146, 1.88067)  0.621
C (-2.16829, -0.21180, 2.66606)  -1.015
Br (-1.40862, 1.00587, 1.38032)  0.629
H (-1.40321, -0.41903, 3.40247)  -0.024
H (-3.03961, 0.25558, 3.10708)  0.014
N (1.78616, -1.81209, 0.15592)  -0.202
P (2.71594, -0.64534, 0.93252)  0.912
C (2.27385, -1.00344, 2.63111)  -0.290
C (1.09737, -1.63644, 3.03459)  -0.094
C (0.88666, -1.87366, 4.38296)  -0.049
C (1.83007, -1.46997, 5.31895)  -0.022
C (3.00170, -0.84154, 4.91401)  -0.030
C (3.24214, -0.62670, 3.56763)  -0.059
C (4.39057, -1.09529, 0.55517)  -0.317
C (5.32910, -0.09867, 0.27686)  -0.060
C (6.64972, -0.45867, 0.06390)  -0.039
C (7.02041, -1.79552, 0.11953)  -0.025
C (6.08109, -2.78573, 0.39115)  -0.040
C (4.76087, -2.44297, 0.61027)  -0.065
C (2.37735, 1.02221, 0.42889)  -0.353
C (2.04747, 2.00617, 1.35685)  -0.097
C (1.80833, 3.29989, 0.91809)  -0.050
C (1.88272, 3.59739, -0.43524)  -0.032
C (2.20442, 2.61062, -1.36334)  -0.047
C (2.46455, 1.32194, -0.93506)  -0.091
H (0.34261, -1.94399, 2.32244)  0.041
H (-0.01636, -2.37840, 4.70081)  0.123
H (1.65726, -1.65482, 6.37062)  0.126
H (3.73596, -0.53250, 5.64502)  0.126
H (4.17549, -0.17387, 3.25304)  0.123
H (5.03542, 0.94186, 0.23167)  0.113
H (7.38720, 0.30294, -0.14742)  0.122
H (8.05207, -2.07163, -0.05308)  0.125
H (6.38147, -3.82353, 0.42773)  0.122
H (4.02491, -3.20917, 0.81709)  0.110
H (1.97367, 1.76784, 2.41042)  0.110
H (1.56239, 4.07335, 1.63251)  0.123
H (1.69715, 4.60846, -0.77252)  0.123
H (2.27030, 2.85348, -2.41502)  0.120
H (2.75094, 0.56231, -1.65458)  0.116
C (-5.61218, 2.73063, -1.05147)  -0.060
C (-5.59585, 2.16538, -2.46300)  -0.179
N (-4.56371, 1.13592, -2.64912)  -0.049
C (-3.38127, 1.48621, -3.42545)  -0.197
C (-2.43844, 2.44166, -2.70448)  -0.066
C (-4.83638, -0.08637, -2.14951)  -0.424
O (-5.89466, -0.39000, -1.62875)  0.099
C (-3.79315, -1.18000, -2.21073)  -0.085
C (-4.19155, -2.44227, -2.64737)  0.069
C (-3.30112, -3.50291, -2.58563)  0.003
C (-2.05662, -3.29477, -2.03407)  -0.115
N (-1.68725, -2.08728, -1.55754)  -0.186
C (-2.53757, -1.04450, -1.66718)  -0.117
H (-6.36746, 3.51189, -0.97300)  0.085
H (-4.64706, 3.16545, -0.78699)  0.065
H (-5.85918, 1.95049, -0.33274)  0.075
H (-5.39929, 2.94663, -3.19746)  0.124
H (-6.56139, 1.71952, -2.70004)  0.128
H (-3.72337, 1.95124, -4.35302)  0.130
H (-2.86706, 0.57435, -3.72470)  0.112
H (-2.90042, 3.41925, -2.56793)  0.079
H (-1.52843, 2.58223, -3.28863)  0.079
H (-2.16859, 2.06841, -1.71395)  0.042
H (-5.19939, -2.57538, -3.01919)  0.147
H (-3.57077, -4.48726, -2.93927)  0.129
H (-1.33394, -4.09358, -1.94691)  0.114
H (-2.19516, -0.10457, -1.25955)  0.062

Cartesian forces, eV/Å:
Au -0.149 0.239 -0.108
Br 0.111 -0.021 0.005
C -0.059 -0.019 0.037
Br 0.075 -0.009 -0.043
H -0.035 0.009 0.030
H -0.004 0.014 -0.046
N 0.167 -0.309 0.387
P -0.161 0.168 -0.266
C 0.154 -0.002 0.062
C -0.129 0.092 -0.036
C 0.014 0.019 -0.007
C -0.014 -0.009 0.004
C -0.014 -0.006 -0.018
C 0.062 -0.108 0.004
C 0.013 0.080 -0.023
C -0.007 0.012 -0.012
C -0.008 -0.011 -0.004
C 0.006 0.002 0.001
C 0.002 0.003 0.000
C 0.009 -0.027 0.005
C 0.001 -0.093 0.056
C -0.043 0.020 0.054
C -0.010 -0.016 0.007
C 0.004 -0.015 -0.020
C 0.007 0.020 0.014
C 0.008 0.023 -0.032
H 0.010 0.017 -0.019
H 0.010 -0.017 0.012
H -0.001 -0.001 0.003
H 0.000 0.010 0.001
H -0.007 -0.001 -0.006
H 0.008 0.001 0.007
H 0.003 0.004 0.002
H 0.001 -0.001 -0.001
H 0.000 -0.004 0.002
H -0.004 0.004 0.004
H 0.003 0.000 0.000
H 0.001 0.002 0.003
H -0.004 0.001 -0.001
H 0.002 0.004 -0.002
H -0.011 -0.009 0.002
C -0.002 0.006 -0.001
C -0.023 0.024 -0.031
N 0.062 -0.092 0.148
C -0.031 0.026 -0.083
C -0.023 -0.001 0.008
C -0.036 0.108 -0.136
O -0.003 -0.024 0.059
C -0.027 -0.068 -0.008
C 0.024 0.041 -0.008
C 0.001 0.016 0.010
C -0.025 0.002 0.007
N -0.024 -0.091 -0.115
C 0.034 0.017 0.062
H -0.008 -0.003 0.000
H 0.000 0.004 -0.002
H 0.005 -0.007 0.000
H 0.008 0.004 0.013
H 0.004 0.010 0.006
H 0.012 -0.022 -0.009
H 0.021 -0.021 0.049
H -0.008 -0.002 0.010
H -0.003 0.016 -0.010
H 0.027 -0.024 0.003
H 0.000 -0.007 -0.007
H -0.001 -0.003 -0.003
H 0.000 -0.004 -0.005
H 0.005 0.030 -0.011